The following is a DFT calculation (ωB97M-V with the def2-TZVPD basis set) of C18H44N6O3P2S4W as an isolated structure.

```
78
Properties=species:S:1:pos:R:3:lowdin_charge:R:1
W -0.363 -0.252 -0.922 1.00
S -2.370 -0.621 -2.495 0.85
S -2.159 1.085 0.152 0.73
S 0.711 -0.457 -3.206 0.92
S -0.501 -2.710 -0.977 0.92
P 2.548 0.207 0.361 0.54
P 0.732 -0.959 2.240 0.54
O -0.253 -0.518 1.134 -0.55
O 1.659 -0.541 -0.669 -0.50
O 2.205 -0.456 1.779 -0.22
N -3.355 2.400 -1.988 0.04
N 2.032 1.747 0.430 -0.27
N -3.143 3.556 -0.137 -0.12
N 0.326 -0.215 3.595 -0.28
N 4.088 0.060 0.007 -0.27
N 0.913 -2.558 2.336 -0.29
C 0.016 -3.188 -2.666 -0.39
C -4.114 3.636 -2.297 -0.06
C -1.845 -0.879 -4.234 -0.40
C 5.091 1.095 0.363 -0.02
C 1.074 -2.249 -3.232 -0.40
C -2.294 -2.982 -0.952 -0.42
C 1.853 2.498 1.689 -0.02
C 1.375 2.243 -0.756 -0.07
C -0.528 -0.185 -4.495 -0.43
C -2.912 2.413 -0.732 -0.64
C -3.074 -2.251 -2.039 -0.39
C -2.800 3.992 1.212 0.01
C -0.240 -3.280 2.917 -0.05
C -0.883 0.588 3.825 -0.05
C 1.049 -0.628 4.823 -0.03
C 4.666 -1.268 -0.295 -0.04
C -3.893 4.474 -1.027 -0.04
C 2.190 -3.286 2.468 -0.04
H 1.967 -1.160 4.575 0.09
H 1.297 -2.509 -4.269 0.12
H 0.420 -1.264 5.447 0.11
H -0.633 0.901 -4.536 0.10
H -2.243 4.926 1.154 0.11
H 0.332 1.806 -0.900 0.01
H 2.007 -2.322 -2.675 0.09
H -1.312 0.900 2.877 0.03
H 2.131 3.537 1.525 0.11
H -4.095 -2.072 -1.703 0.11
H -4.820 4.771 -0.540 0.15
H -3.293 5.365 -1.206 0.14
H 5.247 -1.628 0.554 0.11
H -0.614 1.468 4.408 0.10
H -2.203 3.238 1.714 0.05
H 5.323 -1.173 -1.158 0.11
H 5.822 1.144 -0.442 0.11
H -1.157 -2.698 2.810 0.09
H 3.881 -1.987 -0.524 0.08
H 4.618 2.067 0.464 0.09
H 0.818 2.442 2.034 0.08
H 0.438 -4.190 -2.582 0.12
H -3.547 1.533 -2.460 0.07
H 1.941 2.056 -1.667 0.10
H 5.597 0.829 1.291 0.11
H 2.084 -4.254 1.982 0.10
H -1.798 -1.945 -4.439 0.08
H -0.869 -3.258 -3.291 0.07
H -3.134 -2.822 -2.964 0.10
H 2.437 -3.451 3.517 0.11
H 1.323 0.262 5.387 0.11
H -0.081 -3.489 3.976 0.11
H -2.585 -2.649 0.045 0.10
H -2.633 -0.457 -4.858 0.12
H 1.176 3.309 -0.665 0.13
H -0.095 -0.499 -5.447 0.12
H 2.998 -2.739 1.992 0.07
H -2.473 -4.057 -1.004 0.12
H -3.715 4.114 -3.188 0.13
H 2.507 2.095 2.459 0.10
H -3.716 4.164 1.778 0.12
H -0.365 -4.226 2.393 0.10
H -5.162 3.397 -2.461 0.14
H -1.621 0.013 4.385 0.11
```

Its total energy is -98175.3706 eV. As for the net charge: +4. For the energy above the lowest of the compared OMol25 structures with the same formula, charge and spin, the calculation gives 3.6 kcal/mol. The calculation puts the LUMO energy (alpha / beta) at -12.462 / -12.788 eV. For the maximum force, the calculation gives 0.5 eV/Å. As for the multiplicity: 3.